No. 1
{"formula": "C23H55AlN2O16P3", "method": "ωB97M-V/def2-TZVPD", "symbols": ["P", "P", "P", "Al", "O", "O", "O", "O", "O", "O", "O", "O", "O", "O", "O", "O", "O", "O", "O", "O", "N", "N", "C", "C", "C", "C", "C", "C", "C", "C", "C", "C", "C", "C", "C", "C", "C", "C", "C", "C", "C", "C", "C", "C", "C", "H", "H", "H", "H", "H", "H", "H", "H", "H", "H", "H", "H", "H", "H", "H", "H", "H", "H", "H", "H", "H", "H", "H", "H", "H", "H", "H", "H", "H", "H", "H", "H", "H", "H", "H", "H", "H", "H", "H", "H", "H", "H", "H", "H", "H", "H", "H", "H", "H", "H", "H", "H", "H", "H", "H"], "xyz": [[-1.69383, -0.93488, -1.66242], [-1.40593, 4.51098, 2.65817], [0.51310, -8.41345, -2.32750], [3.87438, 6.61841, 1.40982], [4.48739, 6.26842, -0.21320], [-2.66315, 5.08374, 1.83359], [-0.33228, -7.21002, -2.26712], [-1.11056, -0.09510, -0.60526], [1.61241, -8.13598, -1.15827], [5.08709, 7.81920, 2.17492], [-0.78610, -2.26685, -1.79376], [-3.07169, -1.46024, -2.25534], [5.38313, 3.81106, 1.29388], [-1.86428, 5.22754, 4.06778], [4.94439, 4.11989, 2.62229], [-0.31685, -9.62778, -1.65090], [0.02602, 4.28805, 2.94651], [-2.03243, 3.01832, 2.84691], [1.50246, -9.22658, -3.26392], [-1.22448, -0.17072, -3.02179], [2.13750, 7.27605, 1.32126], [6.98407, 6.91537, 3.36622], [1.28749, -6.47703, 0.57126], [2.58546, -10.04859, -2.80214], [2.49571, 9.69909, 1.08283], [-3.29481, -1.79935, -3.63095], [-4.02098, 4.67840, 2.02558], [-1.58529, -9.99074, -2.20153], [-1.60164, 7.60221, 3.50737], [-2.72149, -3.14015, -4.03306], [2.14856, -11.39249, -2.26434], [-0.75505, 1.18138, 3.76374], [-0.92665, 1.23153, -3.01178], [3.78422, 4.95623, 2.57389], [-1.91592, -3.81550, -0.27333], [-1.25540, 1.86136, 2.50704], [1.02619, 8.34267, -0.54511], [1.93357, -6.79978, -0.75799], [0.56921, 1.45643, -3.06110], [-1.46449, -10.60749, -3.58273], [-0.62569, -3.11314, -0.65239], [-1.23523, 6.45663, 4.43373], [1.93303, 8.34578, 0.68066], [6.06805, 7.33641, 2.81280], [-4.68578, 5.27906, 3.24573], [-2.23865, -9.11511, -2.22770], [-2.32082, -4.36482, -1.12257], [-4.33887, 4.80922, 4.16360], [-1.23536, 7.42017, 2.49364], [3.54183, 5.30154, 3.57986], [1.66466, 10.26237, 1.52574], [-2.02578, -10.70889, -1.51080], [-1.39894, 1.66268, -3.89733], [-4.48636, 6.34715, 3.31627], [0.12872, -3.85355, -0.91736], [-0.04391, 0.39084, 3.52056], [-1.58927, 0.74323, 4.31615], [1.63399, -6.08262, -1.52081], [3.21085, -9.51940, -2.08894], [-2.43944, -10.94312, -3.93696], [-2.96004, -3.90779, -3.29813], [1.42633, -11.86590, -2.92839], [3.23183, 9.57297, 1.87211], [-1.90749, 1.18474, 1.95259], [0.96842, 1.14591, -4.02811], [3.20602, -10.20840, -3.68512], [-0.42942, 2.12427, 1.84868], [2.92546, 4.38075, 2.19216], [1.69435, -11.30171, -1.27884], [-0.27106, 1.89655, 4.42788], [-3.13759, -3.43363, -4.99825], [-1.74362, -4.51357, 0.54643], [1.07804, 0.86645, -2.29988], [-1.63872, -3.09771, -4.13806], [-0.24063, -2.53250, 0.18990], [5.30963, 6.74918, -0.35272], [-5.76480, 5.12346, 3.17865], [-4.54300, 5.03493, 1.13481], [1.73940, -7.06506, 1.37138], [0.22445, -6.71858, 0.56426], [-2.95870, -1.00826, -4.29560], [-0.15112, 6.32242, 4.45776], [-1.56365, 6.67847, 5.45010], [-1.36486, 1.71665, -2.14095], [-4.11789, 3.59526, 2.01629], [3.02001, -6.74412, -0.66885], [0.81108, 2.50842, -2.90687], [0.08904, 8.83625, -0.25710], [1.47291, 8.85589, -1.39642], [-4.38092, -1.83690, -3.73325], [4.60716, 3.88179, 0.71715], [1.40357, -5.41858, 0.80999], [3.01999, -12.04179, -2.16964], [-1.16420, 8.53508, 3.86452], [0.77077, 7.31963, -0.80459], [2.86248, 10.29037, 0.24302], [-0.78372, -11.45825, -3.56933], [-2.67778, -3.09703, 0.04192], [-1.06803, -9.88758, -4.30321], [-2.68401, 7.72173, 3.44516]], "forces_ev_per_angstrom": [[4.0, 0.2, -4.3], [-2.6, -2.6, 5.6], [1.4, -0.9, 5.4], [-0.4, -0.8, 0.5], [-0.1, 0.6, 0.2], [2.0, 0.7, -1.6], [-0.1, 0.0, -2.9], [-2.5, -0.4, 1.7], [0.0, -0.3, -0.3], [-0.3, -0.2, -0.1], [-0.6, 0.0, 0.3], [-0.6, 0.5, 2.1], [0.4, 0.0, -0.1], [-0.2, 0.2, -0.4], [-0.3, -0.4, 0.5], [0.1, 0.1, -0.6], [0.7, 1.4, -3.1], [-0.2, 0.4, -0.6], [-1.2, 1.1, -1.6], [-0.4, -0.2, 0.1], [0.9, 0.4, -0.6], [1.0, -0.3, 0.7], [-0.1, -0.1, 0.2], [0.8, -0.5, -0.3], [-0.5, 0.0, 0.2], [-0.7, -0.2, -0.6], [-0.8, 0.0, -0.4], [-0.3, -0.1, -0.1], [-0.1, -0.1, -0.1], [0.4, 0.0, 0.1], [-0.3, 0.1, 0.3], [-0.1, 0.0, 0.2], [0.3, 0.2, 0.0], [-0.1, 0.9, -1.3], [-0.1, 0.1, -0.1], [0.2, -0.3, 0.2], [-0.5, 0.2, 0.6], [-0.1, 0.2, 0.2], [0.1, -0.1, -0.1], [0.2, 0.1, 0.0], [0.0, -0.3, 0.3], [0.2, 0.1, 0.1], [0.0, -0.7, 0.0], [-0.8, 0.5, -0.7], [0.2, -0.1, 0.3], [0.1, 0.0, 0.0], [0.1, -0.1, 0.0], [0.1, 0.0, 0.0], [0.1, 0.1, 0.0], [0.2, -0.4, 0.2], [0.0, 0.1, -0.1], [0.1, 0.0, 0.1], [-0.1, -0.1, 0.0], [0.0, 0.0, 0.0], [0.0, 0.1, -0.2], [0.0, 0.0, 0.0], [0.0, 0.0, 0.0], [-0.1, -0.1, 0.0], [-0.3, 0.2, 0.1], [0.0, 0.0, 0.0], [-0.1, 0.0, 0.0], [0.1, 0.0, -0.1], [0.2, 0.0, -0.2], [-0.1, 0.1, 0.0], [0.0, 0.0, 0.0], [-0.2, 0.1, -0.1], [0.0, 0.1, 0.1], [-0.1, -0.2, 0.3], [-0.1, 0.0, 0.0], [0.1, 0.1, -0.1], [-0.1, 0.0, 0.0], [0.0, 0.0, 0.0], [-0.1, 0.1, 0.1], [0.0, 0.0, 0.1], [0.0, 0.1, -0.1], [0.0, -0.2, -0.2], [0.0, 0.0, -0.1], [0.2, 0.1, 0.0], [0.0, 0.0, 0.0], [0.0, 0.1, -0.2], [0.3, 0.1, 0.2], [0.0, 0.0, 0.0], [-0.1, -0.1, 0.0], [0.0, -0.1, 0.1], [0.3, 0.0, 0.1], [0.0, -0.1, 0.0], [0.0, 0.0, 0.0], [0.0, 0.2, -0.3], [0.0, 0.1, 0.0], [0.0, 0.0, 0.2], [-0.1, 0.2, 0.2], [0.0, 0.0, 0.0], [0.0, 0.0, -0.1], [0.0, 0.0, 0.0], [0.2, -0.1, 0.0], [0.2, -0.1, 0.0], [0.0, 0.0, 0.0], [0.0, 0.0, 0.1], [-0.1, 0.0, 0.0], [0.0, 0.0, 0.1]], "lumo_ev": 1.60, "multiplicity": 1, "homo_lumo_gap_ev": 6.0, "charge": -1}

=====

No. 2
{"formula": "C4H11CrINO", "method": "ωB97M-V/def2-TZVPD", "symbols": ["I", "Cr", "O", "N", "C", "C", "C", "C", "H", "H", "H", "H", "H", "H", "H", "H", "H", "H", "H"], "xyz": [[0.75608, -2.32890, 3.78882], [3.10811, -1.10712, 3.26392], [-1.43606, 1.23513, 0.02865], [0.96180, 0.19216, 0.91471], [0.43487, -0.25064, -0.41000], [-1.08380, -0.00558, -0.53630], [-1.31220, 2.32095, -0.87891], [0.80790, -1.70539, -0.64210], [0.43734, -2.10023, -1.58593], [-1.52985, 3.24094, -0.34911], [0.43967, -2.35405, 0.16397], [-0.33740, 2.35252, -1.37839], [-1.30202, 0.00763, -1.61002], [1.89469, -1.80642, -0.58053], [0.91392, 0.33962, -1.19670], [0.55299, -0.46220, 1.58483], [-1.64611, -0.78777, -0.02515], [-2.04189, 2.20782, -1.69368], [0.38197, 1.01153, 1.14192]], "forces_ev_per_angstrom": [[1.2, 0.5, -0.1], [-1.6, -0.3, -0.3], [0.0, 0.2, 0.2], [-0.9, -0.2, 0.4], [0.3, -0.2, -0.1], [0.7, 0.2, -0.1], [-0.4, -0.3, -0.7], [0.2, -0.1, 0.6], [0.1, 0.1, -0.1], [0.2, 0.0, 0.1], [-0.3, 0.2, -0.1], [0.1, 0.1, 0.4], [-0.3, -0.3, 0.1], [0.0, 0.0, -0.4], [0.2, 0.1, 0.3], [0.0, -0.2, -0.1], [-0.1, 0.0, 0.0], [0.0, 0.1, 0.2], [0.6, 0.2, -0.1]], "lumo_ev": [-7.84, -6.24], "multiplicity": 5, "homo_lumo_gap_ev": [4.6, 6.3], "charge": 1, "s2": 6.265}

=====

No. 3
{"formula": "C16H23N3O4", "method": "ωB97M-V/def2-TZVPD", "symbols": ["O", "O", "O", "O", "N", "N", "N", "C", "C", "C", "C", "C", "C", "C", "C", "C", "C", "C", "C", "C", "C", "C", "C", "H", "H", "H", "H", "H", "H", "H", "H", "H", "H", "H", "H", "H", "H", "H", "H", "H", "H", "H", "H", "H", "H", "H"], "xyz": [[-5.96010, -0.63852, -3.81852], [-0.74814, 1.50027, 1.38909], [1.95688, 1.38705, -0.81236], [-6.83613, -0.28426, -1.77664], [-0.63956, 0.98067, -0.85791], [1.89048, 1.98802, 1.39470], [3.23187, -0.44902, 1.79637], [-3.00548, 0.70871, -0.34404], [-0.14831, 1.35284, 0.34074], [-2.16279, 0.30715, -2.57016], [-3.43221, -0.01088, -3.00079], [-1.93764, 0.66911, -1.24017], [-5.88383, -0.30579, -2.51848], [4.79946, -0.45765, -0.10278], [-4.27354, 0.38927, -0.78088], [3.69916, 0.74364, 2.46924], [4.25596, -1.20962, 1.10866], [-4.50200, 0.02714, -2.10754], [2.84602, -2.02275, 3.72928], [2.27593, -1.24452, 2.53653], [-7.23738, -0.97999, -4.33572], [3.30290, 2.00130, 1.66671], [1.36868, 1.56567, 0.24235], [3.79193, -2.13699, 0.76509], [5.44123, 0.36597, 0.20021], [4.78830, 0.73633, 2.59682], [3.32335, -1.34956, 4.43835], [1.48230, -0.57705, 2.88462], [-7.98116, -0.95287, -3.53696], [-2.82891, 0.98905, 0.68116], [-5.11233, 0.41460, -0.10222], [-7.49851, -0.26265, -5.11466], [2.04557, -2.55074, 4.24056], [1.82261, -1.94962, 1.83333], [0.08667, 0.92413, -1.57312], [3.56235, 2.90289, 2.22817], [3.24608, 0.81893, 3.46270], [1.24326, 2.01620, 2.17462], [3.80637, 2.01063, 0.70007], [5.38476, -1.13264, -0.72247], [-7.17688, -1.98228, -4.76049], [5.09303, -1.47689, 1.77836], [3.97466, -0.06374, -0.69027], [-3.60553, -0.29015, -4.02779], [-1.33118, 0.27889, -3.25957], [3.58181, -2.75028, 3.39580]], "forces_ev_per_angstrom": [[0.4, 0.0, -0.1], [0.0, 0.0, 0.0], [0.1, 0.0, 0.0], [0.1, 0.0, -0.1], [0.6, 0.0, -0.4], [-0.3, 0.1, 0.4], [0.0, 0.0, 0.0], [0.1, 0.1, 0.1], [-0.2, -0.1, 0.0], [0.1, 0.1, 0.1], [-0.2, 0.0, 0.1], [-0.6, -0.1, 0.0], [-0.3, 0.0, 0.2], [-0.1, -0.2, 0.2], [-0.1, -0.1, -0.4], [-0.1, 0.3, -0.4], [0.1, 0.1, -0.2], [0.2, 0.1, 0.1], [-0.1, 0.2, -0.3], [0.0, -0.2, 0.2], [-0.5, -0.1, 0.0], [0.3, -0.2, 0.1], [0.2, 0.1, 0.0], [0.0, 0.0, 0.1], [0.1, 0.1, 0.0], [0.0, 0.0, 0.1], [0.1, 0.0, 0.1], [0.0, -0.1, -0.1], [0.1, 0.0, -0.2], [0.0, 0.0, 0.0], [-0.1, 0.0, 0.1], [0.0, -0.1, 0.0], [-0.1, -0.1, 0.1], [-0.1, 0.1, 0.0], [-0.1, 0.0, 0.3], [0.0, 0.0, -0.1], [0.1, 0.0, 0.0], [0.0, 0.0, -0.2], [0.0, 0.1, 0.1], [0.1, 0.0, -0.1], [0.0, 0.1, 0.0], [-0.1, -0.1, 0.0], [0.0, 0.1, -0.1], [0.0, 0.0, -0.1], [0.1, 0.0, -0.1], [0.1, -0.1, 0.0]], "lumo_ev": 0.19, "multiplicity": 1, "homo_lumo_gap_ev": 8.6, "charge": 0}